C14H10N5O4S3W | wB97M-V/def2-TZVPD

```
37
Properties=species:S:1:pos:R:3:lowdin_charge:R:1
W 0.02235 -0.02037 0.13990 0.99
O 2.55656 1.27335 -2.97303 0.22
C 2.03926 0.83720 -1.86282 -0.41
O 0.83128 0.55290 -1.74659 -0.11
C 2.89808 0.67164 -0.69800 -0.15
C 4.26391 0.87890 -0.56932 0.06
C 4.84534 0.60874 0.65987 0.01
C 4.06182 0.12857 1.70968 0.07
C 2.71102 -0.04454 1.49593 -0.14
N 2.15004 0.23774 0.32104 -0.01
C 1.69965 -0.57742 2.47143 -0.45
O 1.92794 -0.96081 3.56578 0.21
O 0.45583 -0.57501 1.88782 -0.24
H 1.87442 1.38107 -3.65647 0.17
H 4.84538 1.23821 -1.40686 0.14
H 5.90620 0.76197 0.79870 0.13
H 4.48071 -0.11315 2.67728 0.14
S -2.28318 0.02727 -0.25344 0.61
C -2.24148 1.77058 0.04514 -0.98
S -0.58383 2.19167 0.47562 0.65
C -3.26352 2.62674 -0.13251 -0.33
C -3.08319 4.03336 0.08184 -0.21
N -2.92403 5.16048 0.23490 0.20
C -4.53877 2.14283 -0.57962 -0.21
N -5.54743 1.71924 -0.92982 0.19
S 0.32534 -2.43875 -0.71614 0.68
C -0.40332 -2.61359 -2.25108 -0.79
N -1.35398 -1.87706 -2.81029 0.03
C -1.76306 -2.38703 -4.12186 -0.09
C -0.98811 -3.71841 -4.21226 -0.10
N -0.08039 -3.62035 -3.06577 0.03
H -1.75510 -1.06489 -2.36432 0.05
H -1.48188 -1.69054 -4.91084 0.12
H -2.83996 -2.53363 -4.15355 0.13
H -0.42910 -3.80791 -5.14020 0.12
H -1.64318 -4.58281 -4.11026 0.13
H 0.52451 -4.36503 -2.76302 0.15
```

Summary:
Max |F| in eV/Å: 0.49
HOMO energy (spin up / spin down) in eV: -11.17 / -11.18
LUMO (spin up / spin down) in eV: -4.936 / -4.950
Energy relative to the best compared isomer or geometry (same formula, charge and spin) in kcal/mol: 11.2
Spin multiplicity: 1
Total charge: +1